Record 1
Entry from OMol25: a cluster of 2 separate species, C7H15B2Br2O6 in total in a non-equilibrium geometry (wB97M-V/def2-TZVPD).

Structure (XYZ):
```
32
Properties=species:S:1:pos:R:3:forces:R:3:mulliken_charge:R:1
Br 0.998 5.355 -1.176 0.03 -0.04 0.01 -0.1640
Br -1.570 2.863 -0.247 -0.14 0.17 0.00 -0.0448
O -2.453 0.473 2.338 -2.29 1.87 0.43 -0.5795
O -1.820 -1.626 2.453 -0.14 -1.67 0.21 -0.4346
O 0.447 -1.254 -1.624 0.28 -0.02 -0.47 -0.9494
O -1.352 -0.396 -0.359 -0.64 0.39 0.31 -0.8133
O 2.437 -4.058 0.393 -0.88 -0.31 0.09 -0.5989
O 2.015 -2.923 2.412 0.11 -0.06 0.83 -0.5694
C 0.000 4.104 -2.291 0.01 0.16 -0.14 -0.5620
C -0.136 -0.215 0.279 0.19 -1.07 -0.96 0.2073
C -1.428 3.967 -1.836 -0.06 -0.26 0.22 -0.5911
C -1.619 -0.347 2.215 1.82 0.12 -0.32 0.4653
C 2.108 -1.555 0.217 0.27 0.07 0.43 -1.1184
C 0.647 -1.435 -0.255 0.51 0.15 -0.22 0.5499
C -0.226 -0.034 1.793 0.05 -0.78 -0.42 -0.1879
B -1.034 -1.110 -1.670 -0.66 -0.23 0.16 1.2212
B 2.200 -2.875 1.068 0.43 0.61 -1.12 0.6574
H -2.770 -1.757 2.582 0.01 0.10 -0.03 0.3294
H 2.389 -0.676 0.795 0.03 0.36 0.12 0.2283
H 0.344 0.638 -0.205 0.62 0.36 0.38 0.1898
H 1.729 -4.669 0.643 0.52 -0.30 0.02 0.2900
H 0.045 4.520 -3.295 -0.01 0.01 0.01 0.3524
H -1.479 -0.518 -2.641 0.31 0.27 -0.17 -0.3262
H -1.890 4.923 -1.607 0.06 0.06 -0.07 0.3539
H -2.014 3.452 -2.594 0.07 -0.01 -0.05 0.3410
H 0.140 -2.389 -0.052 -0.44 0.05 0.78 0.1159
H 0.537 3.161 -2.264 -0.04 -0.04 0.05 0.3331
H 2.802 -1.602 -0.610 0.00 -0.05 -0.48 0.2619
H -1.611 -2.203 -1.580 0.10 -0.25 -0.15 -0.3597
H 0.448 -0.738 2.260 0.26 -0.11 0.24 -0.2895
H 0.048 0.966 2.061 -0.10 0.56 0.31 0.3895
H 2.069 -2.042 2.796 -0.28 -0.09 -0.01 0.3021
```
Positions in Å, forces in eV/Å.

The value obtained for the max |F| is 2.99 eV Å⁻¹. As for the charge: -1. As for the relative energy (zero: lowest compared OMol25 entry of this formula, charge and spin): 0.000 eV. The calculation puts the LUMO energy at 2.61 eV.

---

Record 2
Entry from OMol25: a structure of composition C37H50BN9OS in a non-equilibrium geometry (wB97M-V/def2-TZVPD).

Structure (XYZ):
```
99
Properties=species:S:1:pos:R:3:forces:R:3:mulliken_charge:R:1
S 4.431 0.604 -2.751 0.17 -0.16 -0.23 0.1846
O -2.589 1.886 -2.303 0.33 -0.72 -0.24 -0.6430
N 3.440 -0.117 -3.783 -0.12 -0.10 0.07 -0.7478
N 7.813 1.113 -4.162 0.03 0.02 0.04 0.0625
N -0.222 -2.311 3.380 -0.01 0.03 0.02 0.0900
N 3.400 1.268 -1.734 -0.21 0.13 0.02 -0.5645
N -1.954 1.049 -0.124 0.39 -1.36 -0.32 0.1735
N -5.884 -1.679 1.819 -0.01 0.07 -0.07 0.0834
N 3.251 1.500 5.567 -0.07 -0.02 0.07 0.1573
N -7.157 1.413 -1.417 0.00 -0.04 0.04 0.1360
N 5.814 1.899 2.984 0.08 0.08 -0.06 0.1673
C 7.063 1.975 2.426 -0.04 -0.08 -0.04 -0.6047
C 7.904 1.995 -3.119 -0.03 -0.04 -0.02 -0.4052
C 3.557 1.228 6.874 0.02 0.00 -0.03 -0.3154
C -2.012 -2.414 4.678 0.02 0.02 0.01 -0.4721
C -0.596 -3.452 -1.209 -0.19 0.21 -0.16 -0.5826
C 2.197 0.131 -3.339 0.22 0.07 0.01 0.6943
C 5.528 1.710 0.798 0.20 -0.03 0.01 0.5597
C -0.225 0.903 -2.130 -0.04 -0.04 -0.03 0.3467
C -7.184 2.747 -1.121 0.02 -0.03 -0.02 -0.6042
C 9.066 0.713 -4.537 -0.04 -0.02 -0.02 -0.5179
C -7.222 -1.405 1.738 0.06 0.07 -0.01 -0.5914
C -1.482 -0.465 -3.900 0.13 -0.32 0.07 -1.8686
C -7.650 -1.786 0.494 -0.12 0.10 -0.06 -0.6300
C -0.852 -2.577 5.484 -0.01 0.01 0.01 -0.6292
C 2.178 0.939 -2.172 0.29 0.07 0.02 0.5130
C -1.926 -2.951 -3.346 0.38 -0.20 0.22 -1.2918
C 6.919 1.853 1.070 -0.02 0.02 0.01 -0.5728
C 0.972 -0.313 -3.887 0.20 -0.09 -0.36 -0.8398
C -5.453 -2.218 0.639 0.12 -0.08 0.08 -0.5564
C -0.646 -3.544 -2.739 -0.15 -0.08 -0.11 -0.4983
C 9.969 1.345 -3.726 0.01 0.01 0.01 -0.4274
C 0.951 1.322 -1.589 -0.22 0.12 0.25 -0.7951
C 9.231 2.159 -2.825 0.02 0.00 0.02 -0.4943
C -3.334 0.605 0.101 -0.36 0.87 -0.18 -1.0361
C -6.760 3.432 -2.229 0.02 0.01 0.00 -0.4135
C -1.589 -2.251 3.386 -0.03 0.01 -0.06 -0.4369
C 1.325 1.171 6.601 0.00 0.00 0.03 -0.5909
C 1.893 1.468 5.393 0.03 -0.02 -0.03 -0.4285
C -6.465 2.470 -3.234 0.04 0.03 0.00 -0.5602
C 4.875 1.747 1.998 -0.07 -0.06 0.10 -0.9091
C -0.198 0.059 -3.315 -0.17 0.22 0.08 0.3752
C -0.998 0.320 0.717 -0.43 0.27 0.41 -0.8045
C -2.169 -1.490 -2.970 -0.43 0.14 -0.28 1.1652
C -6.528 -2.312 -0.202 0.01 0.14 -0.11 -0.4684
C -6.722 1.234 -2.701 0.06 -0.07 0.06 -0.4123
C 0.234 -2.507 4.655 0.00 -0.01 -0.03 -0.5782
C 2.381 1.020 7.542 -0.02 -0.02 -0.01 -0.5995
B -1.626 1.277 -1.493 -0.26 0.86 0.14 0.5568
H 6.958 0.803 -4.585 -0.01 0.02 -0.02 0.1903
H -0.216 -4.362 -0.754 0.17 -0.01 0.03 0.4718
H -0.099 0.906 0.866 0.17 -0.12 -0.13 0.2522
H 1.451 1.656 4.430 -0.01 0.01 0.00 0.4225
H 3.915 1.694 4.845 -0.09 -0.01 -0.04 0.2123
H -1.850 -1.325 -1.938 -0.03 0.05 0.08 -0.6271
H 2.286 0.783 8.588 0.00 0.00 0.01 0.3997
H -4.420 -2.482 0.491 -0.01 -0.07 0.03 0.6106
H 0.270 1.070 6.791 -0.01 -0.01 0.00 0.4341
H -0.593 -4.593 -3.034 0.04 -0.03 -0.07 0.3847
H 0.980 -0.934 -4.773 0.03 -0.04 -0.04 0.4368
H -6.107 2.665 -4.231 0.00 0.01 -0.01 0.4330
H -6.509 -2.691 -1.210 -0.01 -0.04 0.01 0.4504
H 1.288 -2.577 4.863 0.00 0.02 0.02 0.4297
H 9.208 0.017 -5.346 0.01 -0.01 0.00 0.3844
H -7.497 3.094 -0.152 -0.01 0.01 0.00 0.3796
H -7.416 0.673 -0.788 0.04 -0.09 0.05 0.1903
H -3.247 -1.310 -2.985 -0.04 0.03 0.00 0.2208
H -8.654 -1.685 0.116 -0.03 -0.08 0.04 0.4674
H 7.720 1.862 0.349 0.00 0.00 -0.01 0.4558
H -6.668 4.502 -2.311 0.01 0.00 0.00 0.4101
H 7.939 2.099 3.039 0.01 0.00 0.00 0.3762
H -3.486 0.288 1.129 0.10 -0.09 0.06 0.3806
H -3.036 -2.414 5.012 -0.01 -0.02 0.01 0.4264
H -7.748 -0.952 2.560 -0.02 -0.05 0.02 0.4048
H -5.304 -1.494 2.617 0.00 -0.02 0.02 0.2108
H -3.366 1.334 -2.443 -0.34 0.39 0.15 0.2122
H 5.056 1.580 -0.158 0.00 0.10 0.07 0.2592
H 9.629 2.794 -2.050 0.00 0.01 0.00 0.4209
H -1.601 -3.289 -0.812 -0.05 -0.08 0.09 -0.0681
H 0.977 1.952 -0.710 0.02 0.07 0.02 0.7289
H -0.755 -0.680 0.342 0.12 0.01 -0.12 -0.0210
H -4.022 1.432 -0.081 -0.03 0.03 0.01 0.3407
H 0.010 -2.606 -0.883 0.08 -0.02 0.08 0.0883
H -2.141 -2.097 2.474 0.01 -0.03 -0.02 0.5722
H -3.633 -0.196 -0.582 0.03 -0.23 0.15 0.2296
H -2.767 -3.569 -3.026 -0.08 0.04 0.07 0.3595
H 0.358 -2.219 2.567 0.01 -0.01 -0.02 0.2112
H 7.023 2.429 -2.676 0.01 0.02 0.00 0.4182
H -6.632 0.248 -3.123 -0.03 -0.01 -0.02 0.4321
H 3.826 1.673 2.232 -0.01 -0.01 -0.02 0.3467
H -2.163 0.348 -4.134 0.04 0.15 0.07 0.3949
H -1.862 -3.054 -4.431 -0.14 0.06 -0.08 0.4437
H 11.040 1.236 -3.772 0.01 0.00 0.00 0.3886
H -1.246 -0.948 -4.849 -0.04 -0.04 -0.05 0.5896
H -1.442 0.193 1.705 0.04 0.00 0.06 0.4285
H 4.578 1.203 7.213 0.00 0.00 0.01 0.3414
H 0.216 -3.052 -3.189 0.13 -0.01 0.08 0.2498
H 5.629 1.955 3.965 0.14 0.06 0.05 0.0393
H -0.821 -2.725 6.550 0.00 0.00 0.01 0.4103
```
Positions in Å, forces in eV/Å.

The value obtained for the max |F| is 1.45 eV Å⁻¹. As for the charge: 0. The calculation puts the LUMO energy at -0.56 eV.

---

Record 3
Entry from OMol25: a cluster of 2 separate species, C6H6ClF in total in a non-equilibrium geometry (wB97M-V/def2-TZVPD).

Structure (XYZ):
```
14
Properties=species:S:1:pos:R:3:forces:R:3:mulliken_charge:R:1
Cl 1.137 2.525 2.076 -0.57 0.90 1.26 -0.0879
F 1.090 2.094 -0.310 -0.25 0.33 -0.45 -0.1070
C 0.404 -0.421 0.760 -4.43 0.60 -0.65 -0.6824
C -0.652 -0.777 -1.365 1.46 2.00 2.82 -0.5994
C 1.539 1.525 0.781 0.93 -0.89 -1.06 0.0395
C -0.974 -0.033 0.828 4.69 -2.27 -4.03 -0.4717
C -1.528 -0.243 -0.494 -0.34 -0.53 -0.40 -0.3912
C 0.684 -0.942 -0.600 -1.42 -0.38 -1.06 -0.3320
H 0.591 -2.039 -0.610 1.31 -0.18 0.35 0.2810
H 1.570 -0.484 -1.055 -0.14 -0.71 -0.07 0.3696
H -1.410 0.436 1.589 -1.86 1.47 3.15 0.6148
H 0.933 -0.637 1.622 1.25 -0.28 1.30 0.4801
H -0.849 -0.866 -2.382 0.01 -0.59 -1.58 0.4732
H -2.534 -0.138 -0.842 -0.65 0.53 0.43 0.4131
```
Positions in Å, forces in eV/Å.

The value obtained for the max |F| is 6.59 eV Å⁻¹. As for the charge: 0. As for the relative energy (zero: lowest compared OMol25 entry of this formula, charge and spin): 3.789 eV. The calculation puts the LUMO energy (alpha / beta) at -0.46 / -0.46 eV.

---

Record 4
Entry from OMol25: the molecule C5H6O2 (wB97M-V/def2-TZVPD).

Structure (XYZ):
```
13
Properties=species:S:1:pos:R:3:forces:R:3:mulliken_charge:R:1
O -1.554 -0.274 0.189 0.05 0.00 -0.28 -0.5339
O 1.764 -1.226 1.019 -0.45 0.26 -0.28 -0.5710
C -0.425 0.481 -1.442 0.17 0.10 0.18 -0.3824
C -0.614 -0.963 0.998 0.04 -0.05 0.13 -0.2767
C 0.870 0.211 -0.678 0.13 -0.13 -0.02 0.0057
C 0.810 -0.686 0.506 0.30 -0.19 0.18 0.3273
C 0.231 1.572 -0.674 -0.12 0.08 0.03 -0.4457
H -0.733 -0.620 2.030 0.05 0.00 -0.15 0.2454
H -1.784 -0.800 -0.592 -0.12 -0.05 0.16 0.4366
H 0.711 2.341 -1.277 -0.08 -0.12 0.10 0.2588
H 1.764 0.063 -1.279 -0.11 0.02 0.07 0.4383
H -0.777 -2.046 0.982 0.05 0.15 -0.01 0.3074
H -0.262 1.947 0.219 0.09 -0.08 -0.12 0.1902
```
Positions in Å, forces in eV/Å.

The value obtained for the max |F| is 0.59 eV Å⁻¹. As for the charge: 0. As for the relative energy (zero: lowest compared OMol25 entry of this formula, charge and spin): 4.598 eV. The calculation puts the LUMO energy at 0.22 eV.

---

Record 5
Entry from OMol25: the ion C6H9N2O2 with charge +1 in a non-equilibrium geometry (wB97M-V/def2-TZVPD).

Structure (XYZ):
```
19
Properties=species:S:1:pos:R:3:forces:R:3:mulliken_charge:R:1
O -0.521 -1.350 2.354 -0.04 0.05 -1.69 -0.4236
O 1.335 -0.040 0.002 -0.98 1.06 0.72 -0.4754
N -0.359 -1.041 -1.170 -0.40 0.65 1.28 -0.1086
N -0.869 -2.487 0.324 -1.06 -3.80 1.90 -0.0555
C -0.772 1.195 0.399 2.03 -3.06 0.41 -0.7722
C 0.266 2.185 0.005 1.63 0.80 -3.45 -0.4652
C -0.043 -0.243 0.090 0.06 -0.13 0.18 0.9751
C -0.491 -1.375 1.161 0.54 0.59 0.27 0.0097
C -0.658 -2.278 -0.941 -0.78 0.36 -2.00 -0.1445
C 1.626 1.407 0.001 1.16 0.43 0.94 -0.4750
H 0.002 -0.817 -2.044 0.71 0.99 -1.67 0.2606
H 0.161 2.682 -1.059 -0.30 -1.33 1.89 0.2313
H -1.187 -3.476 0.608 0.76 2.35 0.11 0.3188
H -0.830 -2.988 -1.810 0.40 0.63 1.54 0.3647
H -0.902 1.139 1.482 -0.20 0.24 -0.09 0.3438
H 2.264 1.683 0.889 -0.95 -0.70 -0.45 0.2830
H 2.347 1.577 -0.825 -1.01 0.01 0.04 0.3176
H 0.315 3.039 0.637 0.05 0.45 0.81 0.3707
H -1.683 1.187 -0.104 -1.62 0.40 -0.73 0.4448
```
Positions in Å, forces in eV/Å.

The value obtained for the max |F| is 4.38 eV Å⁻¹. As for the charge: +1. As for the relative energy (zero: lowest compared OMol25 entry of this formula, charge and spin): 1.466 eV. The calculation puts the LUMO energy at -4.56 eV.

---

Record 6
Entry from OMol25: a cluster of 5 separate species, C22H52IN7O4PS in total in a non-equilibrium geometry (wB97M-V/def2-TZVPD).

Structure (XYZ):
```
88
Properties=species:S:1:pos:R:3:forces:R:3:mulliken_charge:R:1
I -4.846 8.318 -8.033 0.36 -0.16 -0.02 0.3571
S -0.532 4.826 -7.280 0.11 0.59 0.42 -0.3231
P -0.422 5.892 -5.646 -0.63 -2.03 -2.01 0.0914
O 0.263 -7.487 -2.775 -0.22 0.25 0.03 -0.3754
O -1.927 3.802 1.470 -0.34 0.09 -0.09 -0.3664
O 2.355 -1.592 2.124 -0.29 -0.03 -0.20 -0.4129
O 3.990 -6.527 3.359 0.26 -0.28 -0.07 -0.4094
N -1.402 6.540 0.746 -0.03 -0.19 -0.23 -0.6755
N -2.759 7.136 -6.463 1.31 -0.68 1.50 -0.3729
N 6.293 -4.845 3.776 -0.10 -0.13 0.21 -0.7209
N 1.299 0.936 3.011 0.08 0.02 -0.25 -0.6976
N 1.725 -6.367 -0.559 0.04 0.09 -0.33 -0.4408
N -1.951 6.490 -2.882 -0.58 0.51 -0.74 -0.4590
N -3.914 7.684 -6.264 -2.34 1.00 -0.41 -0.2067
C -6.019 8.556 -5.139 0.38 -0.35 -0.04 -0.8303
C 0.462 -5.759 -0.993 -0.12 -0.41 0.04 0.4164
C -2.751 6.130 1.156 0.22 -0.15 0.32 0.5936
C 5.252 -7.101 3.659 0.06 0.01 0.30 -0.7180
C -4.631 7.923 -5.127 0.98 -0.22 2.27 1.1879
C -2.092 6.726 -5.380 -1.26 1.41 1.65 -0.0895
C -3.983 7.533 -3.861 1.30 -0.43 -3.00 -0.4772
C 0.466 0.027 2.214 0.14 -0.25 0.31 0.4822
C -2.998 6.606 2.584 -0.19 0.18 0.09 -1.4867
C 6.462 -6.221 3.294 -0.29 0.14 -0.26 0.3391
C 6.767 -6.185 1.799 0.23 -0.08 -0.14 -1.3627
C -1.979 3.582 2.873 0.37 -0.16 0.04 -0.3756
C -6.371 9.628 -4.405 -0.12 -0.40 -0.37 -0.6839
C -2.678 6.933 -4.038 -0.67 0.04 0.03 0.3131
C -0.537 -0.661 3.136 -0.26 0.01 -0.01 -1.3709
C -0.838 -8.290 -2.385 0.24 -0.26 -0.06 -0.6324
C 0.136 -6.111 -2.456 0.20 0.17 -0.12 -0.7365
C 1.929 -2.695 2.906 0.35 0.04 0.18 -0.1472
C 3.598 -6.633 1.998 -0.28 0.29 0.27 -0.4989
C -2.967 4.618 0.961 0.02 -0.01 -0.18 -0.6348
C -0.637 -6.149 -0.008 -0.14 0.16 0.15 -1.4602
C 1.324 -0.951 1.392 0.11 0.17 -0.18 -0.6953
H -6.788 8.046 -5.765 0.75 0.24 0.72 0.3903
H 2.782 -3.363 3.037 -0.01 0.03 -0.09 -0.0781
H 6.198 -4.862 4.789 0.13 0.05 -0.04 0.2757
H -1.279 6.317 -0.239 -0.05 0.13 0.02 0.1783
H -0.700 -8.657 -1.367 -0.21 0.03 0.05 0.2218
H 6.087 -5.535 1.247 -0.05 -0.03 0.10 0.2659
H -4.462 7.706 -2.879 0.45 -0.23 -0.78 0.5318
H 5.384 -4.519 3.453 0.11 0.02 -0.07 0.2848
H -1.474 2.638 3.084 0.01 0.02 -0.11 -0.0203
H -3.939 4.296 1.358 0.02 0.07 0.12 0.4221
H 1.958 0.362 3.534 -0.11 0.05 0.07 0.3085
H 0.702 -1.693 0.872 -0.07 -0.05 0.13 0.2725
H -0.868 -9.159 -3.044 0.05 0.08 -0.05 0.2602
H -5.643 10.295 -3.900 -0.61 -0.69 -0.13 0.2956
H -1.299 0.050 3.462 0.08 0.00 -0.01 0.2929
H -7.460 9.859 -4.355 1.15 0.15 -0.12 0.2674
H -0.972 6.768 -2.915 -0.23 -0.35 0.06 0.3621
H -3.908 6.163 2.995 0.04 0.00 -0.01 0.3545
H -2.992 4.418 -0.117 0.08 -0.03 0.02 0.2254
H 1.892 1.472 2.381 -0.08 0.07 0.06 0.2791
H 7.337 -6.650 3.792 -0.09 -0.01 0.08 0.4299
H -1.788 -7.755 -2.473 0.02 0.06 0.07 0.2927
H -2.172 6.370 3.254 0.00 -0.06 -0.09 0.3035
H 0.861 -5.596 -3.094 0.02 -0.11 0.02 0.3624
H 2.511 -6.604 1.957 0.07 -0.02 0.05 0.1814
H -3.120 7.691 2.603 0.06 -0.06 -0.04 0.3576
H 5.335 -8.102 3.214 0.01 0.06 -0.14 0.3982
H -1.046 -1.480 2.621 0.02 0.01 0.03 0.3399
H -0.495 -5.628 0.941 0.05 -0.04 -0.05 0.2489
H -0.307 4.952 -4.574 0.10 1.18 0.15 0.1187
H -3.005 3.516 3.244 -0.02 0.11 -0.05 0.3044
H 0.572 -4.671 -0.939 0.06 -0.02 -0.11 0.1719
H 0.646 6.828 -5.671 -0.55 0.09 0.73 0.1783
H 5.257 -7.244 4.744 -0.06 0.07 -0.04 0.3508
H -1.431 4.367 3.397 -0.15 0.00 0.16 0.2221
H 1.122 -3.255 2.426 -0.05 0.06 0.00 0.1615
H -3.474 6.646 0.514 0.03 -0.08 -0.08 0.2452
H 7.776 -5.804 1.630 -0.07 0.02 0.06 0.3342
H 1.835 -0.376 0.612 0.06 -0.02 0.09 0.3810
H 1.678 -7.359 -0.785 -0.04 0.04 0.10 0.2823
H 3.967 -5.775 1.432 0.02 -0.13 -0.20 0.1555
H -0.742 5.924 1.218 -0.02 0.14 0.08 0.3504
H -0.074 -1.061 4.038 0.08 0.02 -0.08 0.2947
H 3.936 -7.568 1.542 0.09 0.02 0.00 0.3272
H -1.624 -5.879 -0.392 0.03 -0.03 0.01 0.3972
H -0.854 -5.738 -2.748 -0.07 -0.08 0.12 0.4135
H 6.713 -7.186 1.363 -0.02 0.03 0.01 0.3480
H -2.066 5.487 -2.729 0.12 0.34 0.13 0.3367
H -0.111 0.629 1.503 0.11 -0.01 -0.06 0.3791
H -0.639 -7.216 0.216 0.05 0.02 -0.09 0.3154
H 2.476 -6.020 -1.152 0.01 0.05 0.12 0.2816
H 1.624 -2.360 3.900 -0.18 -0.14 0.01 0.2256
```
Positions in Å, forces in eV/Å.

The value obtained for the max |F| is 3.30 eV Å⁻¹. As for the charge: +1. As for the relative energy (zero: lowest compared OMol25 entry of this formula, charge and spin): 0.000 eV. The calculation puts the LUMO energy at -5.03 eV.

---

> Among the records above, which one has the lowest charge?

C7H15B2Br2O6